(1)
{"formula": "C21H40O4", "method": "the ωB97M-V functional and the def2-TZVPD basis", "max_force_ev_per_a": 0.8, "energy_ev": -30616.5107, "de_lowest_kcal_mol": 0.1, "smiles": "CCCCCCCC/C=C\\CCCCCCCC(=O)OC(CO)CO", "elements": ["C", "C", "C", "C", "C", "C", "C", "H", "H", "C", "C", "C", "C", "H", "H", "C", "C", "C", "C", "C", "H", "H", "C", "C", "O", "O", "C", "C", "O", "H", "H", "H", "C", "O", "H", "H", "H", "H", "H", "H", "H", "H", "H", "H", "H", "H", "H", "H", "H", "H", "H", "H", "H", "H", "H", "H", "H", "H", "H", "H", "H", "H", "H", "H", "H"], "positions_angstrom": [[-6.41604, -1.04885, -1.09090], [-5.75246, -1.03767, 0.28143], [-5.17658, 0.32747, 0.66004], [-3.97808, 0.73563, -0.19401], [-3.35335, 2.03878, 0.30085], [-2.20910, 2.53927, -0.58164], [-1.03041, 1.57041, -0.61635], [-0.76100, 1.31230, 0.40842], [-1.32424, 0.65640, -1.13475], [0.19834, 2.15172, -1.32775], [0.82605, 3.27959, -0.56366], [1.57631, 3.15320, 0.52123], [1.94743, 1.87410, 1.20411], [1.73234, 1.02312, 0.56058], [1.33000, 1.77026, 2.10327], [3.41779, 1.85681, 1.62997], [4.39461, 1.89018, 0.45268], [4.27672, 0.70874, -0.51265], [4.48602, -0.64342, 0.16674], [4.57020, -1.81344, -0.81514], [4.70094, -2.73838, -0.24961], [5.44027, -1.68692, -1.46239], [3.32667, -1.95483, -1.70661], [2.06777, -1.96572, -0.87737], [1.28601, -1.04418, -0.82752], [1.94106, -3.10226, -0.20068], [0.80973, -3.32217, 0.65718], [0.62027, -2.21199, 1.71683], [-0.32434, -1.24274, 1.36410], [-0.00889, -0.80999, 0.54885], [0.25245, -2.66999, 2.63806], [1.60033, -1.75969, 1.92711], [-0.47230, -3.52654, -0.18082], [-1.61102, -3.63638, 0.61945], [-1.72597, -2.78834, 1.07598], [-0.38807, -4.45861, -0.74514], [-0.56897, -2.69658, -0.89414], [1.06652, -4.25347, 1.17033], [3.26450, -1.12292, -2.40741], [3.38961, -2.89176, -2.26092], [5.41253, -0.61324, 0.74581], [3.66851, -0.82952, 0.86564], [5.02824, 0.83121, -1.29705], [3.29673, 0.73485, -0.98716], [4.22747, 2.81006, -0.11235], [5.41285, 1.92322, 0.85006], [3.61361, 2.72917, 2.25935], [3.60774, 0.97144, 2.24024], [1.96486, 4.04501, 0.99892], [0.62143, 4.27412, -0.93897], [-0.09611, 2.50199, -2.31913], [0.92079, 1.34419, -1.45983], [-1.86360, 3.49937, -0.19121], [-2.57729, 2.70570, -1.59727], [-2.98044, 1.89295, 1.31752], [-4.12875, 2.80848, 0.34131], [-3.23590, -0.06305, -0.15622], [-4.28846, 0.86287, -1.23261], [-4.86169, 0.29527, 1.70626], [-5.95971, 1.08507, 0.57532], [-6.49361, -1.32348, 1.03194], [-4.95545, -1.78432, 0.30475], [-7.19238, -0.28821, -1.14440], [-5.69049, -0.85643, -1.87671], [-6.87201, -2.01784, -1.28193]]}

***

(2)
{"formula": "C21H41AsFeN2O6P2", "method": "the ωB97M-V functional and the def2-TZVPD basis", "max_force_ev_per_a": 1.4, "energy_ev": -151511.2612, "charge": 1, "multiplicity": 6, "elements": ["Fe", "C", "C", "C", "C", "C", "C", "C", "C", "C", "C", "C", "C", "H", "H", "H", "H", "H", "H", "H", "H", "H", "H", "H", "H", "H", "H", "H", "H", "H", "H", "N", "C", "C", "P", "O", "O", "O", "P", "O", "O", "O", "H", "H", "H", "H", "H", "H", "H", "H", "N", "C", "C", "C", "As", "C", "C", "C", "C", "H", "H", "H", "H", "H", "H", "H", "H", "H", "H", "H", "H", "H", "H", "H"], "positions_angstrom": [[-0.02571, -0.50639, 0.14022], [3.27063, 1.31192, 1.78534], [1.83151, 0.95283, 2.04373], [1.52934, -0.27875, 2.64799], [2.65614, -1.16483, 3.10130], [0.19091, -0.66030, 2.84051], [-0.14353, -1.97303, 3.49473], [-0.85140, 0.19601, 2.42904], [-2.27943, -0.16133, 2.75957], [-0.54293, 1.40827, 1.78051], [-1.64460, 2.29045, 1.23964], [0.80024, 1.82052, 1.66149], [1.10377, 3.21981, 1.18162], [3.75632, 1.70752, 2.68105], [3.35716, 2.05843, 0.99908], [3.82467, 0.43096, 1.46508], [3.00365, -1.78784, 2.27087], [2.35512, -1.81388, 3.91816], [3.50048, -0.57279, 3.44636], [-0.18364, -1.86593, 4.58224], [0.59874, -2.73029, 3.25631], [-1.10588, -2.34318, 3.15267], [-2.64245, -0.97675, 2.13046], [-2.94509, 0.68892, 2.64531], [-2.34284, -0.49450, 3.79474], [-2.02707, 2.96723, 2.00776], [-2.47307, 1.69570, 0.86142], [-1.28130, 2.89399, 0.41142], [2.06236, 3.56449, 1.55758], [0.34788, 3.91902, 1.53345], [1.12498, 3.27090, 0.08936], [-3.44991, -3.03841, -2.44756], [-3.01189, -2.08959, -1.35504], [-4.16412, -1.22330, -0.88347], [-1.70573, -1.04049, -2.18164], [-0.30274, -1.84043, -1.96572], [-2.11618, -1.03311, -3.60823], [-1.43478, 0.21563, -1.39323], [-2.10448, -3.11473, -0.11749], [-3.28524, -3.58361, 0.86556], [-1.57970, -4.24219, -0.94438], [-1.14974, -2.23374, 0.64456], [-3.22332, -2.55260, -3.34388], [-4.43863, -3.27340, -2.39968], [-2.86787, -3.89492, -2.31215], [-4.54752, -0.61287, -1.70399], [-3.81367, -0.54808, -0.10365], [-4.97147, -1.83250, -0.47482], [-0.30595, -2.81535, -2.00909], [-3.14290, -4.48469, 1.19817], [2.98716, -1.37422, -0.32175], [2.01640, -0.74677, -0.38373], [-0.43632, 3.60257, -2.68792], [1.06092, 3.35409, -2.56450], [1.49812, 1.46147, -2.12536], [1.16461, 0.50726, -3.80746], [1.47088, 1.33325, -5.05161], [3.47938, 1.45191, -2.06932], [4.18324, 2.63093, -2.72981], [-0.61745, 4.62010, -3.03460], [-0.93513, 3.47767, -1.72695], [-0.90463, 2.91447, -3.39279], [1.50245, 3.98420, -1.79273], [1.58483, 3.55288, -3.50031], [0.12986, 0.19352, -3.82565], [1.77914, -0.39137, -3.75281], [0.73447, 2.12364, -5.19466], [1.42493, 0.68460, -5.92604], [2.46438, 1.78100, -5.02030], [3.75063, 0.50548, -2.53767], [3.77687, 1.37083, -1.02501], [3.96856, 2.70131, -3.79580], [5.25987, 2.50158, -2.61952], [3.91617, 3.57958, -2.26352]]}

***

(3)
{"formula": "C21H41BBr2Cl16NO3", "method": "the ωB97M-V functional and the def2-TZVPD basis", "max_force_ev_per_a": 5.4, "energy_ev": -371197.1363, "de_lowest_kcal_mol": 91.0, "charge": -1, "elements": ["C", "C", "Br", "C", "Br", "C", "O", "B", "O", "O", "C", "N", "H", "H", "H", "H", "H", "H", "H", "H", "H", "Cl", "C", "C", "Cl", "H", "H", "H", "H", "Cl", "C", "C", "Cl", "H", "H", "H", "H", "Cl", "C", "C", "Cl", "H", "H", "H", "H", "Cl", "C", "C", "Cl", "H", "H", "H", "H", "Cl", "C", "C", "Cl", "H", "H", "H", "H", "Cl", "C", "C", "Cl", "H", "H", "H", "H", "Cl", "C", "C", "Cl", "H", "H", "H", "H", "Cl", "C", "C", "Cl", "H", "H", "H", "H"], "positions_angstrom": [[-1.52346, 3.38807, -6.69544], [-0.25783, 3.07485, -5.67584], [-0.78000, 2.19654, -3.91037], [1.17780, 3.43449, -6.00206], [1.44917, 4.30479, -7.82712], [2.42735, 3.15529, -4.94487], [3.42300, 4.24482, -4.93696], [4.61485, 3.95560, -5.80835], [5.95448, 3.96322, -5.16351], [4.18952, 2.65612, -6.43747], [3.22801, 1.88411, -5.60183], [4.02658, 0.95323, -4.66858], [-1.28130, 3.21484, -7.82723], [-2.44989, 2.68872, -6.43841], [-1.89874, 4.49108, -6.48706], [2.08880, 3.11964, -3.82431], [4.56521, 4.87065, -6.57977], [6.31349, 4.89843, -5.19463], [2.35468, 1.30412, -6.14739], [4.72327, 0.44979, -5.28831], [3.40358, 0.17113, -4.31659], [0.64590, -1.24474, -0.06023], [2.19694, -0.48848, -0.50416], [2.26518, -0.14619, -1.98375], [2.34450, -1.60095, -3.00806], [3.00238, -1.16786, -0.20977], [2.28550, 0.42392, 0.09312], [3.16896, 0.43499, -2.18924], [1.40113, 0.44606, -2.30109], [-0.50259, 2.59894, 1.97958], [-1.36633, 1.04499, 2.09743], [-2.71745, 1.19029, 2.77889], [-2.55977, 1.57026, 4.51170], [-0.72146, 0.33751, 2.62710], [-1.50290, 0.68152, 1.07454], [-3.27104, 0.24919, 2.71055], [-3.32213, 1.97459, 2.31276], [1.96929, -2.69314, -7.11242], [2.69884, -4.31860, -7.13089], [2.45655, -5.07057, -5.83210], [3.35395, -4.36190, -4.46671], [3.76706, -4.20885, -7.34016], [2.24218, -4.85997, -7.96482], [2.79836, -6.10493, -5.93245], [1.39444, -5.08799, -5.56812], [2.59292, -8.08656, -1.07258], [2.30639, -6.33541, -1.23404], [0.85233, -5.96717, -0.98676], [-0.22105, -6.56023, -2.27826], [2.63643, -6.02794, -2.23078], [2.94574, -5.84169, -0.49611], [0.74410, -4.87887, -0.96039], [0.49114, -6.36754, -0.03424], [1.08882, -4.03411, 4.67462], [2.63986, -3.27785, 4.23069], [2.70810, -2.93556, 2.75110], [2.78742, -4.39032, 1.72679], [3.44530, -3.95723, 4.52508], [2.72842, -2.36545, 4.82797], [3.61188, -2.35438, 2.54561], [1.84405, -2.34331, 2.43375], [2.79984, -5.25879, 7.47877], [1.93609, -6.81274, 7.59662], [0.58498, -6.66744, 8.27809], [0.74265, -6.28747, 10.01089], [2.58097, -7.52022, 8.12629], [1.79953, -7.17622, 6.57373], [0.03138, -7.60855, 8.20975], [-0.01970, -5.88314, 7.81195], [-4.82986, 6.26350, 5.95282], [-5.62800, 4.71197, 6.31396], [-5.46461, 3.70679, 5.18527], [-6.37825, 4.17474, 3.72989], [-6.68240, 4.91368, 6.52494], [-5.16599, 4.32443, 7.22688], [-5.84713, 2.73095, 5.49868], [-4.41427, 3.58495, 4.90246], [-8.50216, 7.00195, 6.11254], [-8.49564, 7.07025, 4.33209], [-8.14323, 8.45485, 3.81274], [-9.42492, 9.64535, 4.14714], [-9.47737, 6.74382, 3.97629], [-7.75116, 6.34458, 3.99120], [-8.01668, 8.42303, 2.72656], [-7.21199, 8.82569, 4.25241]]}